The following is a quantum chemistry calculation of a cluster of 5 separate species, C37H90ClN18O5P4 in total in a non-equilibrium geometry, from OMol25.

XYZ file:
```
155
Properties=species:S:1:pos:R:3
C 1.90 0.10 -0.25
C 0.90 -0.93 -0.68
O 0.14 -0.71 -1.57
N 0.87 -2.19 0.02
C -0.27 -2.26 0.95
C -0.08 -1.41 2.20
C 1.31 -1.56 2.84
C 1.34 -2.72 3.86
N 2.08 -2.41 5.09
Cl 1.13 -2.13 6.47
C 3.40 -2.29 5.25
N 3.97 -1.96 6.43
C 5.27 -1.88 6.17
N 5.51 -2.15 4.89
N 4.33 -2.43 4.28
C 4.32 -2.73 2.87
C 4.04 -4.01 2.42
C 4.09 -4.17 1.04
C 4.45 -3.08 0.24
N 4.74 -1.85 0.66
C 4.66 -1.72 1.98
H 2.76 0.07 -0.93
H 1.50 1.10 -0.34
H 2.26 -0.06 0.76
H 0.81 -2.94 -0.66
H -1.21 -2.01 0.46
H -0.37 -3.31 1.23
H -0.88 -1.60 2.92
H -0.17 -0.36 1.92
H 1.49 -0.65 3.43
H 2.09 -1.66 2.09
H 1.65 -3.66 3.41
H 0.31 -2.88 4.15
H 6.09 -1.68 6.83
H 6.41 -2.16 4.44
H 3.78 -4.81 3.10
H 3.86 -5.12 0.58
H 4.51 -3.25 -0.83
H 4.90 -0.74 2.39
O 1.47 3.94 -2.07
P 1.11 3.42 -3.43
N 2.21 4.36 -4.37
C 2.02 4.80 -5.74
C 3.62 4.19 -4.04
N -0.49 4.03 -3.52
C -1.01 4.79 -4.64
C -1.10 4.52 -2.29
N 0.75 2.32 -4.74
C -0.34 1.35 -4.45
C 1.91 1.46 -5.12
H 2.04 3.99 -6.49
H 2.81 5.50 -6.01
H 1.10 5.35 -5.87
H 4.03 3.24 -4.41
H 3.76 4.21 -2.96
H 4.22 5.00 -4.46
H -0.65 5.82 -4.64
H -2.10 4.81 -4.60
H -0.76 4.32 -5.60
H -0.74 5.52 -2.02
H -0.90 3.85 -1.45
H -2.18 4.57 -2.40
H -0.09 0.73 -3.59
H -0.51 0.70 -5.31
H -1.28 1.84 -4.25
H 2.32 0.92 -4.27
H 2.70 2.05 -5.57
H 1.60 0.74 -5.87
O -4.72 5.02 -2.56
P -5.96 4.25 -2.26
N -6.66 4.14 -3.83
C -8.06 4.03 -4.16
C -5.81 3.52 -4.84
N -6.79 5.42 -1.31
C -8.17 5.79 -1.51
C -6.01 6.58 -0.88
N -6.90 2.97 -1.55
C -6.74 2.86 -0.08
C -6.56 1.63 -2.09
H -8.52 3.07 -3.87
H -8.20 4.14 -5.23
H -8.65 4.83 -3.72
H -5.75 2.42 -4.74
H -4.79 3.90 -4.78
H -6.17 3.74 -5.85
H -8.30 6.46 -2.37
H -8.54 6.33 -0.62
H -8.82 4.92 -1.61
H -5.89 7.32 -1.68
H -5.03 6.28 -0.53
H -6.52 7.06 -0.04
H -5.70 2.67 0.20
H -7.35 2.04 0.29
H -7.07 3.76 0.42
H -5.50 1.41 -2.02
H -6.86 1.54 -3.14
H -7.11 0.86 -1.55
O 7.10 -3.77 12.03
P 6.13 -2.63 12.02
N 5.10 -3.08 13.31
C 3.70 -2.73 13.46
C 5.76 -3.27 14.60
N 5.39 -2.94 10.50
C 3.96 -2.95 10.27
C 6.03 -3.92 9.64
N 5.65 -0.97 11.95
C 6.20 -0.23 10.79
C 6.07 -0.19 13.15
H 3.51 -1.67 13.65
H 3.28 -3.29 14.30
H 3.11 -3.03 12.60
H 6.04 -2.32 15.09
H 6.68 -3.85 14.48
H 5.12 -3.82 15.29
H 3.49 -3.87 10.63
H 3.75 -2.87 9.20
H 3.47 -2.09 10.72
H 5.82 -4.95 9.94
H 7.11 -3.77 9.63
H 5.69 -3.79 8.60
H 7.30 -0.23 10.78
H 5.86 0.81 10.82
H 5.85 -0.65 9.85
H 7.15 -0.28 13.34
H 5.54 -0.52 14.04
H 5.83 0.86 13.02
O -3.71 -4.37 -7.40
P -2.96 -3.35 -8.20
N -2.95 -2.03 -7.09
C -2.88 -0.62 -7.41
C -2.36 -2.32 -5.78
N -4.09 -3.09 -9.46
C -4.50 -1.78 -9.92
C -5.20 -4.03 -9.56
N -1.67 -2.76 -9.19
C -1.46 -3.55 -10.44
C -0.35 -2.76 -8.51
H -1.91 -0.31 -7.82
H -3.05 -0.02 -6.51
H -3.66 -0.31 -8.09
H -1.26 -2.36 -5.83
H -2.72 -3.27 -5.40
H -2.64 -1.56 -5.05
H -5.22 -1.32 -9.23
H -4.99 -1.87 -10.90
H -3.66 -1.12 -10.07
H -5.98 -3.82 -8.82
H -4.86 -5.05 -9.42
H -5.64 -3.98 -10.55
H -1.23 -4.59 -10.23
H -0.64 -3.12 -11.01
H -2.34 -3.51 -11.08
H -0.10 -3.74 -8.09
H -0.33 -2.03 -7.70
H 0.43 -2.47 -9.20
```

Calculated values
Net charge: +1
Electronic energy in eV: -126556.12800
M in g mol⁻¹: 1026.60
F_max in eV/A: 6.8